a.
An isolated ion of composition CH3ClN3O and charge +1, computed with ωB97M-V/def2-TZVPD.

Last column: Mulliken charge in e.
Atoms and positions in Å:
C1 -1.025 -0.534 -0.635  0.30
N1 1.582 0.568 -0.293  -0.33
N2 -0.578 0.605 -0.736  -0.33
N3 0.492 0.846 0.055  0.66
O1 -0.293 -1.208 0.554  -0.44
Cl1 0.029 2.106 1.386  0.10
H1 -1.850 -1.100 -1.167  0.38
H2 2.472 0.723 0.126  0.33
H3 -0.829 -2.006 0.709  0.34

Its SMILES is [H]/N=[N+](Cl)/N=C\O. Its HOMO-LUMO gap is 9.9 eV. Its net charge is +1. The calculation puts the HOMO energy at -16.7 eV.

=====

b.
A 2-piece molecular cluster, CH3ClN3O overall, computed with ωB97M-V/def2-TZVPD.

Last column: Mulliken charge in e.
Atoms and positions in Å:
C1 0.134 -0.389 1.613  -0.11
N1 -0.224 1.187 -3.335  -0.29
N2 -0.090 -0.320 -1.654  -0.25
N3 -0.427 0.545 -2.404  0.69
O1 1.189 0.227 1.296  -0.29
Cl1 -1.057 -1.079 -0.435  0.07
H1 -0.798 0.057 1.676  0.39
H2 0.126 -1.469 2.037  0.35
H3 1.147 1.241 1.206  0.44

Its HOMO-LUMO gap is 8.6 eV. Its net charge is +1. The calculation puts the HOMO energy at -14.5 eV.

=====

a is preferred energetically. Next in line: 0.0138 hartree higher.

=====

a.
C16H19ClN6O4ReS2 as an isolated structure, computed with ωB97M-V/def2-TZVPD.

Last column: Löwdin spin population.
Atoms and positions in Å:
Re1 0.214 0.659 0.130  0.92
C1 3.522 3.770 1.189  0.00
C2 2.662 2.740 0.506  0.01
S1 1.370 2.063 1.453  -0.02
C3 2.850 2.307 -0.753  0.00
C4 3.950 2.765 -1.667  0.00
S2 1.792 1.080 -1.388  0.00
H1 3.143 3.981 2.188  0.00
H2 3.535 4.707 0.630  0.00
H3 4.552 3.422 1.289  0.00
H4 4.502 3.597 -1.234  0.00
H5 3.549 3.084 -2.630  0.00
H6 4.655 1.954 -1.861  0.00
O1 -2.174 2.974 -2.197  0.00
C5 -1.689 2.037 -1.611  0.00
O2 -1.255 2.034 -0.380  0.02
C6 -1.625 0.669 -2.258  0.00
C7 -2.088 0.488 -3.570  0.00
C8 -2.118 -0.775 -4.076  0.00
C9 -1.790 -1.864 -3.239  0.00
C10 -1.940 -3.206 -3.662  0.00
C11 -1.729 -4.233 -2.791  0.00
C12 -1.367 -3.961 -1.455  0.00
C13 -1.175 -2.678 -1.031  0.00
C14 -1.357 -1.597 -1.919  0.00
N1 -1.193 -0.305 -1.479  0.00
H7 -2.392 1.364 -4.123  0.00
H8 -2.433 -0.965 -5.095  0.00
H9 -2.249 -3.395 -4.683  0.00
H10 -1.855 -5.258 -3.115  0.00
H11 -1.226 -4.778 -0.761  0.00
H12 -0.898 -2.469 -0.011  0.00
N2 -1.716 0.394 1.546  0.00
N3 -2.026 -0.293 2.741  0.00
C15 -1.102 -0.469 3.747  0.00
N4 -1.610 -0.996 4.868  0.00
N5 0.134 -0.148 3.472  0.00
N6 1.107 -0.393 4.421  0.00
O3 0.823 -0.566 5.610  0.00
O4 2.238 -0.363 4.007  0.00
H13 -1.908 1.391 1.635  0.00
H14 -2.344 0.028 0.836  0.00
H15 -2.970 -0.141 3.064  0.00
H16 -2.560 -1.318 4.907  0.00
H17 -0.980 -1.088 5.651  0.00
Cl1 1.794 -2.271 -0.489  0.02
C16 1.076 -1.196 0.783  0.01
H18 1.903 -0.951 1.444  0.00
H19 0.403 -1.830 1.361  0.00

Its HOMO-LUMO gap (spin up / spin down) is 6.9 / 6.9 eV. The calculation puts the HOMO energy (spin up / spin down) at -7.6 / -7.6 eV. As for the spin multiplicity: 2.

=====

b.
C16H19ClN6O4ReS2 as an isolated structure, computed with ωB97M-V/def2-TZVPD.

Last column: Löwdin spin population.
Atoms and positions in Å:
Re1 -0.239 -0.419 0.394  1.27
C1 -2.541 -1.035 4.422  0.00
C2 -2.128 -0.873 2.983  -0.05
S1 -0.460 -0.695 2.655  -0.13
C3 -3.027 -0.896 1.943  -0.06
C4 -4.512 -1.056 2.132  0.00
S2 -2.477 -0.783 0.331  -0.12
H1 -1.664 -1.093 5.064  0.00
H2 -3.135 -1.937 4.568  0.00
H3 -3.140 -0.184 4.753  0.00
H4 -4.776 -1.222 3.174  0.00
H5 -4.886 -1.897 1.547  0.00
H6 -5.036 -0.162 1.788  0.00
O1 0.498 -4.182 -1.208  0.00
C5 0.324 -3.005 -0.983  0.00
O2 0.448 -2.410 0.164  0.03
C6 0.068 -2.052 -2.131  0.00
C7 -0.081 -2.553 -3.437  0.00
C8 -0.181 -1.671 -4.465  0.00
C9 -0.027 -0.289 -4.213  0.00
C10 0.014 0.666 -5.257  0.00
C11 0.268 1.977 -4.983  0.00
C12 0.503 2.387 -3.653  0.00
C13 0.436 1.493 -2.624  0.00
C14 0.141 0.138 -2.879  0.00
N1 0.092 -0.765 -1.835  0.01
H7 -0.115 -3.625 -3.561  0.00
H8 -0.328 -2.011 -5.484  0.00
H9 -0.138 0.329 -6.275  0.00
H10 0.306 2.703 -5.784  0.00
H11 0.726 3.424 -3.443  0.00
H12 0.617 1.806 -1.609  0.00
N2 2.120 -0.421 0.343  0.00
N3 3.192 0.336 0.866  0.00
C15 3.110 1.061 2.030  0.00
N4 4.292 1.498 2.483  0.00
N5 1.901 1.241 2.505  0.00
N6 1.749 1.950 3.685  0.00
O3 2.712 2.351 4.344  0.00
O4 0.606 2.188 3.983  0.00
H13 2.169 -1.381 0.688  0.00
H14 2.256 -0.459 -0.663  0.00
H15 4.106 -0.003 0.614  0.00
H16 5.150 1.246 2.029  0.00
H17 4.279 1.988 3.366  0.00
Cl1 -1.902 2.362 -0.628  0.02
C16 -0.605 1.689 0.477  0.02
H18 -0.958 1.932 1.476  0.01
H19 0.273 2.313 0.308  0.00

Its HOMO-LUMO gap (spin up / spin down) is 6.6 / 6.8 eV. The calculation puts the HOMO energy (spin up / spin down) at -7.6 / -7.5 eV. As for the spin multiplicity: 2.

=====

a is preferred energetically. Next in line: 0.0094 hartree higher.

=====

a.
H3NS2 as an isolated structure, computed with ωB97M-V/def2-TZVPD.

Last column: Mulliken charge in e.
Atoms and positions in Å:
N1 0.007 -0.406 0.459  -0.44
S1 -0.316 0.381 -1.730  -0.19
S2 0.101 0.806 1.577  0.04
H1 -0.956 -0.702 0.531  0.30
H2 -0.206 -0.778 -2.384  0.14
H3 1.371 0.700 1.547  0.15

Its HOMO-LUMO gap (spin up / spin down) is 7.9 / 7.7 eV. The calculation puts the HOMO energy (spin up / spin down) at -9.0 / -8.9 eV.

=====

b.
One molecule with the formula H3NS2, computed with ωB97M-V/def2-TZVPD.

Last column: Mulliken charge in e.
Atoms and positions in Å:
N1 -0.695 -0.968 -0.568  -0.52
S1 0.348 1.320 1.165  -0.19
S2 0.397 -0.680 0.857  0.03
H1 -0.100 -0.962 -1.415  0.25
H2 -1.560 -0.427 -0.689  0.27
H3 1.610 1.717 0.650  0.17

Its SMILES is NSS. Its HOMO-LUMO gap is 9.9 eV. The calculation puts the HOMO energy at -9.3 eV.

=====

b is preferred energetically. Next in line: 0.0817 hartree higher.

=====

a.
One molecule with the formula C10H10O2, computed with ωB97M-V/def2-TZVPD.

Last column: Mulliken charge in e.
Atoms and positions in Å:
C1 2.689 -1.075 2.037  -0.15
C2 2.550 -0.723 0.613  -0.80
C3 1.414 -1.492 2.348  -0.48
C4 1.199 -0.713 0.275  0.55
C5 -1.700 1.681 -0.150  0.00
C6 -1.319 1.748 -1.450  0.56
C7 -1.905 1.845 1.087  -0.64
C8 -1.348 0.317 -2.101  -0.78
C9 -0.866 -0.750 -1.149  -0.42
C10 0.559 -0.557 -0.917  -0.21
O1 -0.992 2.702 -2.224  -0.59
O2 0.478 -1.326 1.368  -0.29
H1 3.651 -1.017 2.570  0.38
H2 3.326 -0.045 0.211  0.29
H3 1.126 -2.104 3.225  0.36
H4 -1.267 1.672 1.957  0.28
H5 -2.963 1.939 1.253  0.27
H6 -2.385 0.036 -2.285  0.35
H7 -0.814 0.261 -3.031  0.39
H8 -1.367 -0.579 -0.157  0.36
H9 -1.258 -1.634 -1.700  0.30
H10 1.194 -0.189 -1.782  0.28

Its HOMO-LUMO gap (spin up / spin down) is 8.7 / 5.7 eV. The calculation puts the HOMO energy (spin up / spin down) at -9.2 / -7.1 eV.

=====

b.
One molecule with the formula C10H10O2, computed with ωB97M-V/def2-TZVPD.

Last column: Mulliken charge in e.
Atoms and positions in Å:
C1 2.565 -0.196 -0.176  0.39
C2 1.316 -0.094 0.693  0.07
C3 0.565 1.208 0.284  -1.18
C4 -0.850 0.646 0.141  0.76
C5 -1.899 1.469 -0.196  -0.78
C6 -3.114 0.775 -0.395  -0.20
C7 -3.289 -0.561 -0.223  -0.71
C8 -2.194 -1.304 0.077  -0.34
C9 -0.961 -0.698 0.465  0.01
C10 0.422 -1.304 0.532  -0.58
H1 4.316 0.800 -0.172  0.36
H2 1.556 0.170 1.617  0.56
H3 0.908 1.805 -0.584  0.39
H4 0.792 1.819 1.106  0.35
H5 -1.874 2.473 -0.172  0.52
H6 -3.872 1.495 -0.711  0.31
H7 -4.172 -0.994 -0.690  0.33
H8 -2.352 -2.449 0.015  0.25
H9 0.656 -1.717 1.595  0.24
H10 0.568 -1.858 -0.455  0.29
O1 3.328 0.838 0.007  -0.43
O2 2.685 -0.987 -1.102  -0.60

Its SMILES is O=C(O)C1Cc2ccccc2C1. Its HOMO-LUMO gap is 9.5 eV. The calculation puts the HOMO energy at -8.9 eV.

=====

b is preferred energetically. Next in line: 0.1647 hartree higher.